No. 1
# C24H21N5O3S

The molecule C24H21N5O3S at a distorted geometry (the ωB97M-V functional and the def2-TZVPD basis, the OMol25 dataset).

```
54
Properties=species:S:1:pos:R:3:mulliken_charge:R:1
C -4.76201 -4.34704 0.14523 -0.910
H -5.61094 -3.65912 0.21175 0.370
O -3.63018 -3.71927 -0.40936 -0.421
C -3.08210 -2.66661 0.24554 0.422
C -3.56674 -2.11838 1.42935 -0.310
C -2.92172 -1.03540 2.00289 -1.186
C -1.80050 -0.48122 1.42015 -0.258
C -1.32438 -1.02391 0.23080 -0.951
C -1.95247 -2.10863 -0.35395 0.278
H -1.59163 -2.53401 -1.27641 0.742
N -0.19150 -0.45852 -0.38087 0.527
C 0.94336 -1.10283 -0.79579 0.356
N 1.83226 -0.23434 -1.20416 -0.431
N 1.30667 0.99370 -1.06630 -0.830
C 0.10072 0.87588 -0.57869 0.734
C -0.76471 1.99059 -0.29491 0.226
C -0.31452 3.20478 0.15879 -0.865
N -1.36245 4.05341 0.33032 0.013
C -2.51899 3.41837 -0.02797 -0.673
C -3.82706 3.88458 -0.03626 -0.830
C -4.80799 3.02378 -0.47772 -0.556
C -4.49295 1.73545 -0.91621 -0.871
C -3.19848 1.26686 -0.90924 -0.348
C -2.18738 2.10464 -0.43883 1.115
H -2.97601 0.27517 -1.27012 0.543
H -5.28615 1.09652 -1.27473 0.419
H -5.83647 3.35143 -0.49763 0.392
H -4.06110 4.88867 0.28511 0.380
H -1.29585 5.00390 0.65296 0.197
H 0.69365 3.49730 0.37665 0.565
S 1.15168 -2.82392 -0.71496 -0.047
C 2.86496 -2.98790 -1.32185 -0.795
H 2.96255 -4.04226 -1.57749 0.414
C 3.89740 -2.63001 -0.25259 0.627
O 4.44734 -3.47271 0.42440 -0.659
N 4.13542 -1.31200 -0.17896 -0.017
H 3.52461 -0.67665 -0.69673 0.230
C 5.01278 -0.74073 0.81929 -0.746
C 5.39079 0.65317 0.44395 -0.115
C 4.67020 1.66665 -0.11891 0.395
C 5.56019 2.76486 -0.22697 -0.801
C 6.74696 2.33851 0.27894 -0.394
O 6.65510 1.06023 0.68643 -0.350
H 7.69418 2.82465 0.40221 0.465
H 5.33964 3.73276 -0.62788 0.429
H 3.64476 1.64576 -0.42909 0.556
H 4.51556 -0.74597 1.80243 0.232
H 5.90919 -1.36296 0.90277 0.364
H 2.96023 -2.35950 -2.20520 0.364
H -1.29650 0.35756 1.87330 0.529
H -3.30262 -0.62134 2.92387 0.408
H -4.43994 -2.52552 1.91272 0.468
H -5.00984 -5.15920 -0.53603 0.247
H -4.54703 -4.75921 1.13593 0.358
```

**Calculated total energy**: -1824.8605 a.u.
**E_LUMO**: 0.5585 eV
**Energy relative to the best compared isomer or geometry (same formula, charge and spin)**: 1.0849 eV
**Highest occupied orbital energy**: -7.972 eV

***

No. 2
# C24H21N5O5

A cluster of 2 separate species, C24H21N5O5 in total at a distorted geometry (the ωB97M-V functional and the def2-TZVPD basis, the OMol25 dataset).

```
55
Properties=species:S:1:pos:R:3:mulliken_charge:R:1
N -0.38744 -8.95534 3.06968 -0.420
C -0.15121 -7.98854 2.45522 0.177
C 0.13316 -6.77679 1.74848 0.146
C 1.36727 -6.16934 1.46134 -0.591
C 1.45336 -4.73605 1.37967 -0.036
N 2.70996 -4.07938 1.68768 0.792
O 3.78731 -4.74861 1.62313 -0.553
O 2.67180 -2.85064 1.98716 -0.500
C 0.31530 -3.90274 1.25758 -0.439
C -0.88799 -4.52452 1.61839 0.431
N -1.99833 -4.04506 2.35418 0.744
O -2.29652 -2.92947 2.75372 -0.687
O -2.77676 -5.15220 2.73089 -0.186
N -2.17308 -6.36722 2.29234 -0.482
C -1.02986 -5.93638 1.71905 0.369
H 2.28183 -6.76830 1.41087 0.489
H 0.38428 -2.85760 0.92987 0.690
O -1.88437 2.55733 -1.19923 -0.807
C -0.50895 2.47410 -0.85366 2.230
C -0.06255 3.91352 -0.55110 -0.411
C -0.87349 4.71324 0.25260 -0.383
C -0.44458 5.99111 0.64003 -0.814
C 0.77756 6.49830 0.19573 -0.433
C 1.55907 5.73110 -0.67447 -0.921
C 1.15244 4.43910 -1.03354 0.226
C -0.33130 1.53006 0.36110 -0.763
C -1.32574 0.61080 0.69833 -0.416
C -0.98470 -0.44506 1.54755 -0.352
C 0.29701 -0.55378 2.08907 -0.540
C 1.18151 0.51531 1.93817 -1.089
C 0.84192 1.58712 1.12236 -0.507
C 0.25077 1.92963 -2.07200 -0.501
C -0.16981 2.68091 -3.34880 -0.722
C -0.65311 1.59711 -4.31679 -0.628
C -0.56683 0.25783 -3.56292 -0.749
N -0.13070 0.55646 -2.22423 -0.173
H -2.16098 1.67918 -1.54882 0.484
H -1.85555 4.34149 0.54784 0.405
H -1.06261 6.59808 1.30153 0.370
H 1.12258 7.48365 0.49879 0.391
H 2.49605 6.12355 -1.07437 0.388
H 1.78627 3.85174 -1.71385 0.288
H -2.36775 0.69453 0.35508 0.410
H -1.73515 -1.19921 1.77795 0.420
H 0.59366 -1.44339 2.63954 0.821
H 2.13192 0.48339 2.44587 0.417
H 1.47204 2.46444 1.03699 0.492
H 1.34351 1.96984 -1.92386 0.776
H -1.02326 3.32407 -3.10581 0.322
H 0.64430 3.29208 -3.73954 0.409
H -1.71094 1.80855 -4.53502 0.263
H -0.07060 1.54445 -5.23650 0.306
H -1.59460 -0.12409 -3.46533 0.267
H 0.03119 -0.54941 -4.00813 0.379
H 0.43271 -0.13896 -1.73980 0.200
```

**Calculated total energy**: -1576.7792 a.u.
**E_LUMO**: -2.7458 eV
**Energy relative to the best compared isomer or geometry (same formula, charge and spin)**: 2.0182 eV
**Highest occupied orbital energy**: -8.530 eV

***

No. 3
# C24H21N5O5S

The molecule C24H21N5O5S (the ωB97M-V functional and the def2-TZVPD basis, the OMol25 dataset).

```
56
Properties=species:S:1:pos:R:3:mulliken_charge:R:1
O 1.23477 5.08849 0.77332 -0.651
C 0.77159 4.10313 1.29349 0.494
N 1.51238 3.07334 1.76776 -0.116
H 1.02475 2.27737 2.15387 0.287
C 2.86337 2.82936 1.31081 -1.285
C 2.88918 1.73539 0.28722 0.142
C 2.32439 0.49112 0.28689 0.219
C 2.65346 -0.09348 -0.96101 -0.300
C 3.39015 0.83847 -1.62212 -0.849
O 3.53087 1.94690 -0.87800 -0.326
H 3.84806 0.83433 -2.59039 0.524
H 2.37911 -1.06622 -1.31385 0.533
H 1.75688 0.03976 1.07717 0.619
H 3.49166 2.56977 2.17040 0.309
H 3.23002 3.75377 0.85907 0.443
C -0.72211 3.96893 1.58463 -0.652
H -1.26924 4.64943 0.93456 0.383
H -0.93080 4.20915 2.62747 0.407
S -1.34581 2.27558 1.33750 -0.100
C -0.67786 2.01366 -0.25020 0.339
N -0.01826 2.94019 -0.82854 -0.230
C 0.54250 2.72211 -2.06448 -0.468
C 1.29200 3.74996 -2.63598 -0.376
C 1.87288 3.56266 -3.87203 -0.449
C 1.71651 2.36052 -4.55820 -0.779
C 0.98668 1.32998 -4.00366 -0.195
C 0.39818 1.49841 -2.75260 0.699
C -0.33599 0.45643 -2.08792 -0.218
N -0.56719 -0.74394 -2.44328 -0.731
C -1.30948 -1.39775 -1.39111 0.201
C -1.47457 -0.34457 -0.30545 0.361
O -1.98330 -0.41868 0.78961 -0.886
N -0.86828 0.77591 -0.81900 0.299
H -2.29155 -1.68695 -1.78516 0.445
C -0.57763 -2.66007 -0.90644 -0.441
H -0.07740 -3.10491 -1.76790 0.295
C -1.48675 -3.73047 -0.30153 0.480
O -1.40166 -4.89339 -0.63481 -0.677
N -2.37282 -3.27588 0.60350 0.100
H -2.34719 -2.31039 0.91193 0.126
C -3.24732 -4.17901 1.32928 -1.158
C -2.79146 -4.36621 2.73931 0.459
C -1.73879 -5.06053 3.26010 -0.322
C -1.77417 -4.84148 4.65871 -0.481
C -2.84224 -4.02978 4.88121 -0.454
O -3.46161 -3.73350 3.72708 -0.343
H -3.25182 -3.61205 5.77936 0.469
H -1.10006 -5.23670 5.39058 0.415
H -1.03671 -5.65402 2.71152 0.544
H -3.22158 -5.13296 0.79540 0.481
H -4.26308 -3.77488 1.33050 0.314
H 0.18311 -2.38926 -0.16975 0.198
H 0.85962 0.38544 -4.50807 0.506
H 2.17460 2.23339 -5.52736 0.419
H 2.45643 4.35679 -4.31303 0.425
H 1.40360 4.66734 -2.08038 0.555
```

**Calculated total energy**: -1975.3818 a.u.
**E_LUMO**: -0.3800 eV
**Energy relative to the best compared isomer or geometry (same formula, charge and spin)**: 0.3665 eV
**Highest occupied orbital energy**: -8.556 eV

***

No. 4
# C24H21N6O4RuS

A structure of composition C24H21N6O4RuS at a distorted geometry (the ωB97M-V functional and the def2-TZVPD basis, the OMol25 dataset).

```
57
Properties=species:S:1:pos:R:3:lowdin_spin:R:1
Ru 0.57928 0.08998 0.13185 3.789
C 3.32668 -0.19702 -3.13565 0.005
C 3.84158 1.10978 -3.20535 0.019
C 3.31208 2.09108 -2.39875 0.005
C 2.27478 1.77568 -1.50525 0.027
N 1.81738 0.48018 -1.43265 0.120
C 2.31258 -0.46172 -2.24165 0.032
C 1.61358 2.67858 -0.59405 0.039
C 1.52608 4.06218 -0.68925 0.004
C 0.70868 4.75328 0.20045 0.033
C 0.00148 4.07378 1.19015 0.003
C 0.12238 2.69558 1.28585 0.041
N 0.94868 2.03198 0.41495 0.135
C -0.60112 1.80478 2.15905 0.023
C -1.44632 2.15298 3.22695 0.007
C -2.13642 1.16328 3.89315 0.016
C -1.95722 -0.17962 3.52935 0.008
C -1.09682 -0.47082 2.48825 0.032
N -0.45312 0.48558 1.82855 0.122
H 3.70858 -0.98172 -3.76955 0.001
H 4.64808 1.33288 -3.88895 0.001
H 3.69738 3.09688 -2.42515 0.001
H 1.87348 -1.45332 -2.16445 0.002
H 2.04508 4.58638 -1.47675 0.001
H 0.57468 5.81588 0.08355 0.002
H -0.66252 4.60788 1.84965 0.001
H -1.55852 3.18588 3.51435 0.001
H -2.81852 1.41338 4.69285 0.001
H -2.47592 -0.97532 4.04045 0.001
H -0.92262 -1.49292 2.15075 0.003
O -1.43242 -2.75502 -2.59305 0.008
S -1.68852 -2.20662 -1.30775 0.016
O -1.17532 -2.90232 -0.15845 0.000
N -1.07752 -0.65452 -1.19005 0.170
C -2.01542 0.23948 -0.85505 0.021
O -1.68342 1.36898 -0.48185 0.092
C -3.38452 -0.30652 -0.87175 0.005
C -4.57392 0.37188 -0.63105 0.002
C -5.75172 -0.36092 -0.60965 0.000
C -5.74432 -1.73352 -0.81595 0.004
C -4.55012 -2.42202 -1.03845 0.001
C -3.39572 -1.68312 -1.06565 0.010
H -4.56942 1.43888 -0.47335 0.000
H -6.69042 0.14048 -0.43065 0.000
H -6.66942 -2.28822 -0.81105 0.000
H -4.53892 -3.49082 -1.18245 0.000
C 4.69328 -2.75442 0.81435 0.001
N 3.42598 -2.06822 0.69245 0.007
C 2.22508 -2.63652 0.51205 0.021
N 2.09338 -3.93742 0.26525 0.012
O 1.19428 -1.90812 0.54805 0.158
H 5.49008 -2.01492 0.83715 0.000
H 4.86058 -3.41542 -0.03605 0.000
H 4.74048 -3.33302 1.73925 0.000
H 3.40108 -1.09572 0.98305 0.002
H 2.86148 -4.58942 0.28635 0.001
H 1.15198 -4.27822 0.12135 0.000
```

**Calculated total energy**: -2049.2031 a.u.
**E_LUMO (spin up / spin down)**: -6.7917 / -7.9810 eV
**Energy relative to the best compared isomer or geometry (same formula, charge and spin)**: 1.8436 eV
**Highest occupied orbital energy (spin up / spin down)**: -13.149 / -14.482 eV
**⟨S²⟩**: 8.76
**2S+1**: 6
**Total charge**: +2